Entry 1:
{"formula": "C14H56O14", "method": "ωB97M-V/def2-TZVPD", "gap_ev": 9.751, "lumo_ev": 0.15, "charge": 0, "e_above_lowest_kcal_mol": 8.5, "energy_ha": -1620.138624, "largest_force_ha_per_bohr": 0.0191, "symbols": ["H", "C", "C", "C", "H", "H", "C", "H", "O", "H", "H", "H", "C", "H", "O", "H", "H", "O", "H", "H", "H", "H", "H", "H", "H", "C", "H", "H", "O", "H", "H", "C", "H", "H", "O", "O", "H", "H", "H", "C", "H", "H", "H", "H", "C", "H", "H", "H", "H", "C", "H", "H", "H", "O", "H", "H", "H", "C", "H", "O", "O", "H", "O", "H", "H", "H", "O", "O", "H", "H", "H", "C", "O", "H", "O", "H", "H", "C", "C", "H", "H", "H", "H", "H"], "positions_angstrom": [[0.832711, -2.913879, -0.994508], [4.384411, 1.823667, 0.690878], [4.253761, -3.185611, 0.536764], [-3.496208, 4.937818, -0.596401], [-2.403339, 2.129138, -2.539390], [-0.740474, 3.165973, 3.479284], [0.051502, -0.357207, 0.174374], [-4.395036, 1.376860, 1.734937], [-0.223972, 1.144184, 3.265616], [4.179696, -3.547650, 1.562930], [0.438334, 2.497283, 4.634897], [-2.826973, -3.364130, -0.781690], [0.598362, -3.775586, -0.366252], [1.044474, 0.167424, -4.055204], [-3.350441, 0.447088, -3.307481], [3.154419, -3.065641, -3.038999], [3.828741, -0.994104, 1.876951], [3.390394, -2.084810, 0.283828], [-4.174029, 2.263354, -2.696775], [-0.698773, 0.025974, -3.717276], [-4.331699, 5.229302, 0.041498], [0.071199, -1.026490, 1.034946], [2.320156, -0.864070, 4.216202], [0.854068, -4.223600, 1.529924], [-2.658049, -1.103382, -2.535265], [3.397482, -2.028514, -3.282001], [-3.420975, 1.282490, -1.415096], [-1.088970, -3.920146, 3.499941], [4.623263, 3.117393, 0.163763], [0.168467, 2.100053, -4.762150], [-0.793575, 1.330087, -0.270685], [0.105595, 2.481575, 3.598153], [3.092331, -1.775572, -4.294344], [-0.284522, -0.930343, -0.694846], [-0.784851, 0.741136, 0.500710], [1.030639, -3.465635, 0.963561], [-1.882705, 3.877367, -0.384358], [-3.207156, 0.711442, -4.218751], [4.634880, 1.809291, 1.754543], [0.846589, 3.427248, -0.494174], [0.522280, 3.753899, 0.494222], [-3.218139, 0.104202, 1.282733], [-3.922581, 4.563120, -1.535163], [-2.954203, 5.861323, -0.829571], [-2.302820, -3.089320, 2.245798], [-3.204560, -1.733104, -0.277244], [-1.525774, -2.542231, 1.696747], [-3.159669, 0.823241, 2.858502], [-5.191994, -0.910581, 1.939936], [-3.160203, -2.394105, -1.154108], [1.185538, -4.603326, -0.767424], [-0.041324, 2.706758, -2.127469], [3.330886, 1.529154, 0.599830], [-1.710545, -4.247486, 2.842171], [3.988659, -4.039381, -0.101587], [-2.704186, -2.382236, 2.974690], [-0.405246, 1.154001, 2.308168], [2.441598, -0.681129, 3.150531], [5.274995, -2.917657, 0.282326], [-0.285797, 2.994241, -1.233481], [2.785987, -1.135770, -2.363496], [1.907793, -1.463515, 2.603904], [3.837627, -0.743031, 2.812064], [2.051778, 0.301785, 2.892263], [0.926594, 2.870475, 2.981177], [1.539138, 2.598008, -0.320658], [-4.722356, -0.475402, 2.656843], [0.086131, 2.001008, -3.810727], [1.348784, 4.254109, -0.998217], [4.013507, 3.733902, 0.572429], [4.488547, -1.911926, -3.250446], [-3.351366, 1.589280, -2.456862], [-2.299367, -1.918747, -2.154301], [4.943279, 1.046475, 0.177138], [-2.719563, 3.983250, 0.085015], [2.505740, -2.350119, 0.593074], [-3.066647, -3.407461, 1.543635], [0.204443, 0.600634, -3.508162], [-3.854219, 0.491289, 2.084867], [-4.177899, -2.540863, -1.538311], [2.970035, -1.464943, -1.470489], [1.100002, -0.077693, -0.008428], [0.466648, 0.518049, -2.455070], [-0.481257, -3.907956, -0.414903]], "forces_ev_per_angstrom": [[-0.006, 0.054, 0.120], [-0.624, -0.004, 0.760], [-0.190, -0.837, -0.419], [-0.354, 0.437, -0.146], [-0.096, 0.088, -0.093], [-0.070, -0.068, 0.069], [0.459, -0.533, 0.218], [-0.015, -0.102, -0.095], [-0.047, 0.397, -0.350], [0.147, 0.314, 0.127], [-0.064, 0.029, 0.019], [0.240, 0.024, -0.253], [0.347, 0.476, -0.129], [-0.069, -0.017, 0.031], [-0.140, -0.326, 0.251], [-0.077, -0.068, -0.245], [0.302, 0.060, 0.059], [-0.057, 0.196, 0.096], [-0.058, -0.019, 0.057], [-0.106, 0.195, 0.040], [0.040, -0.145, 0.068], [-0.120, 0.028, -0.015], [0.049, 0.101, 0.027], [-0.091, 0.050, 0.027], [-0.131, 0.001, -0.013], [0.503, 0.248, 0.457], [-0.209, -0.270, -0.093], [-0.066, -0.109, 0.063], [0.234, -0.178, -0.588], [-0.008, 0.216, 0.037], [-0.072, 0.311, 0.219], [0.136, 0.010, 0.045], [-0.271, -0.069, 0.022], [-0.288, 0.166, 0.031], [0.141, -0.110, -0.421], [0.001, 0.071, -0.127], [0.003, -0.201, -0.127], [-0.005, 0.120, 0.006], [0.056, -0.274, -0.031], [0.280, -0.198, 0.098], [-0.238, 0.082, -0.125], [-0.208, -0.109, -0.063], [0.090, -0.121, 0.022], [0.151, -0.103, 0.045], [0.798, 0.345, -0.058], [0.006, 0.080, -0.127], [-0.177, -0.019, -0.185], [-0.132, -0.070, 0.084], [-0.062, 0.012, 0.059], [-0.587, 0.007, 0.247], [-0.372, -0.267, -0.001], [0.138, 0.307, -0.136], [-0.013, 0.072, -0.007], [-0.104, 0.149, 0.014], [-0.024, 0.115, -0.033], [-0.275, -0.250, 0.065], [-0.163, -0.280, 0.150], [0.696, -0.011, -0.245], [0.004, 0.254, 0.189], [-0.415, -0.095, 0.283], [-0.266, -0.053, -0.209], [-0.259, 0.106, 0.087], [-0.415, -0.172, 0.006], [-0.280, -0.073, 0.095], [0.038, -0.079, 0.016], [0.125, 0.094, -0.193], [0.054, -0.146, -0.143], [-0.236, -0.383, 0.009], [0.102, -0.051, 0.026], [-0.031, -0.015, 0.112], [-0.033, -0.125, -0.016], [0.495, 0.445, -0.034], [0.504, -0.148, -0.023], [0.347, 0.359, -0.217], [0.073, 0.011, 0.048], [0.061, -0.143, 0.077], [-0.098, -0.108, 0.154], [0.611, -0.136, -0.027], [0.404, 0.416, 0.149], [0.025, 0.067, 0.082], [0.178, 0.093, 0.044], [-0.112, 0.272, 0.000], [-0.141, -0.036, -0.024], [0.037, -0.352, 0.001]]}

=====

Entry 2:
{"formula": "C24H25N8O4SbSe4Ti", "method": "ωB97M-V/def2-TZVPD", "spin_multiplicity": 2, "gap_ev": [6.419, 5.993], "lumo_ev": [-3.93, -4.29], "charge": 1, "e_above_lowest_kcal_mol": 0.0, "energy_ha": -12364.002287, "s2": 0.76, "largest_force_ha_per_bohr": 0.0139, "symbols": ["H", "C", "N", "H", "C", "O", "H", "C", "Sb", "H", "O", "H", "H", "C", "H", "H", "Ti", "C", "H", "H", "C", "N", "H", "C", "C", "C", "C", "H", "C", "H", "C", "N", "C", "C", "H", "Se", "C", "H", "H", "N", "Se", "C", "C", "C", "N", "H", "H", "Se", "H", "C", "H", "O", "C", "Se", "N", "H", "H", "H", "C", "C", "N", "O", "C", "H", "N", "C", "H"], "positions_angstrom": [[-1.054503, -0.139319, -3.370748], [3.022445, -6.879765, -1.311749], [2.070265, -4.751339, 1.346360], [-3.853557, 2.301383, 1.268496], [0.209057, 6.638107, -0.645051], [-0.917802, 3.693719, -0.890608], [-1.087775, -1.287240, -2.034945], [-2.416871, 0.600475, -0.420683], [3.139613, 2.792088, 2.304136], [1.658726, 0.305341, -1.542010], [-1.964662, 6.255379, -1.485544], [-3.478482, -2.165390, -1.196754], [3.263336, 6.966500, 0.146651], [-3.604623, 0.284075, 2.025232], [0.192303, -0.140605, 2.283856], [3.140133, -6.753466, -2.379047], [-0.156477, 2.035052, 0.180794], [1.236927, 7.464044, -0.248574], [-2.787169, -0.329514, 2.411886], [-4.380820, -1.463216, 1.011118], [2.473120, -5.979953, 0.876453], [2.345815, 6.700245, -0.179779], [3.567471, -8.937214, -1.281365], [1.009912, -1.948698, 1.452802], [1.852924, -1.686159, -0.773899], [3.257545, -8.084860, -0.692346], [1.617769, -2.511922, 0.333777], [2.352625, -2.088504, -1.642985], [-1.604712, -0.433644, -2.480020], [1.279999, 8.520671, -0.041271], [0.835720, 5.369389, -0.773487], [-3.429662, -0.250647, -0.384868], [-3.761124, -1.151556, -1.494659], [2.715418, -7.197344, 1.509342], [-4.342678, 0.384926, 2.819524], [3.975084, 1.975912, 0.156211], [1.465128, -0.373662, -0.720223], [-0.934682, 8.677511, -0.021450], [-3.536813, 0.112924, -3.227932], [-2.093743, 1.443355, 0.531363], [3.303639, 0.632588, 3.332413], [0.645583, -0.619798, 1.425672], [-3.057608, -0.762063, -2.782624], [2.625244, -5.805394, -0.509065], [0.831144, 0.156683, 0.347413], [-3.140269, -1.578787, -3.498309], [0.819096, -2.520150, 2.350133], [3.542938, 4.984019, 3.080813], [-1.688459, 1.588050, -1.981268], [3.107621, -8.240175, 0.699572], [-5.232316, 0.029692, 0.619109], [1.135358, 3.029745, -0.991568], [0.304051, 4.013711, -0.955477], [0.258686, 3.010248, 2.196264], [-1.562528, 0.683505, -1.528113], [-4.844466, -1.135397, -1.620253], [-2.545710, 2.133703, 2.440054], [2.603486, -7.323437, 2.577759], [-4.248225, -0.395691, 0.828438], [-3.054140, 1.640887, 1.615988], [2.127046, 5.436835, -0.486446], [-1.613084, 8.208648, -0.518273], [2.015630, -3.911461, 0.264146], [1.952917, -4.500166, 2.312253], [2.337231, -4.504712, -0.855100], [-1.204890, 6.988099, -0.924766], [3.306860, -9.206251, 1.143242]], "forces_ev_per_angstrom": [[0.004, 0.002, 0.006], [-0.009, 0.020, 0.003], [-0.058, 0.087, 0.093], [0.003, 0.005, 0.007], [0.050, -0.035, 0.043], [0.143, -0.187, 0.257], [-0.003, 0.001, -0.005], [-0.133, 0.249, -0.050], [-0.001, 0.106, 0.139], [-0.034, -0.023, -0.016], [0.045, 0.025, -0.066], [-0.014, -0.004, -0.003], [-0.029, -0.010, -0.026], [0.009, -0.027, 0.006], [-0.004, -0.034, -0.010], [0.002, 0.001, -0.004], [0.026, 0.442, 0.560], [0.031, 0.029, -0.083], [-0.007, 0.008, -0.004], [-0.005, -0.004, -0.013], [0.040, -0.031, -0.154], [-0.043, 0.018, 0.016], [0.004, 0.000, 0.000], [0.084, -0.065, -0.079], [0.070, -0.063, 0.125], [0.003, -0.005, -0.013], [-0.054, 0.177, 0.005], [-0.004, 0.012, -0.003], [-0.041, -0.034, 0.007], [-0.009, 0.012, 0.001], [-0.112, -0.038, -0.087], [0.111, -0.070, -0.013], [0.008, -0.054, -0.041], [-0.003, -0.005, 0.018], [-0.006, 0.001, -0.002], [-0.017, -0.037, 0.112], [-0.100, 0.117, -0.045], [0.026, -0.023, 0.040], [-0.005, -0.005, -0.005], [0.192, 0.187, 0.003], [0.004, 0.178, -0.126], [-0.057, 0.156, 0.028], [-0.002, 0.027, -0.001], [0.021, -0.117, 0.139], [-0.024, -0.029, -0.090], [0.014, -0.016, 0.013], [-0.005, 0.009, 0.007], [-0.018, -0.154, -0.054], [-0.045, -0.033, 0.009], [-0.005, 0.011, 0.006], [0.003, 0.001, -0.008], [-0.221, -0.283, 0.017], [0.046, -0.028, -0.236], [-0.051, -0.466, -0.438], [0.148, 0.185, -0.037], [0.000, 0.008, 0.006], [-0.004, -0.008, -0.013], [-0.001, 0.002, 0.004], [-0.005, -0.006, 0.022], [0.010, -0.090, 0.039], [0.093, -0.067, 0.091], [-0.059, -0.006, -0.028], [0.085, -0.192, -0.063], [0.014, 0.006, -0.012], [-0.068, 0.154, -0.029], [-0.035, 0.013, 0.038], [0.002, -0.002, 0.000]]}

=====

Entry 3:
{"formula": "C3H8N2", "method": "ωB97M-V/def2-TZVPD", "gap_ev": 10.075, "smiles": "CC/N=C\\N", "lumo_ev": 1.05, "charge": 0, "e_above_lowest_kcal_mol": 47.7, "energy_ha": -228.572628, "largest_force_ha_per_bohr": 0.0834, "symbols": ["H", "H", "N", "N", "H", "H", "H", "H", "C", "H", "C", "H", "C"], "positions_angstrom": [[-0.923085, 2.513484, -0.631661], [0.352961, 1.022919, 1.194609], [0.966025, -1.768161, 0.491460], [0.274993, 0.223405, -0.709789], [-2.293032, 1.386859, -0.452498], [-1.000147, -0.205308, 0.861518], [-1.744921, 2.421218, 0.886677], [1.190196, -1.508274, -1.508182], [-1.427815, 1.785622, 0.073867], [1.947463, -1.857301, 0.634481], [0.783078, -0.998583, -0.637986], [0.261320, -1.551602, 1.160695], [-0.434911, 0.644844, 0.461231]], "forces_ev_per_angstrom": [[-0.358, -1.017, 0.607], [-1.178, -0.439, -0.394], [-1.245, -0.153, -1.240], [0.653, -4.097, -1.082], [-0.022, -0.046, 0.055], [-0.051, 0.355, 0.466], [-0.226, -0.218, 0.585], [0.220, 0.741, -0.357], [1.318, 0.470, -0.903], [0.278, -0.483, 1.089], [-0.394, 3.222, -0.813], [0.681, 0.022, 1.386], [0.323, 1.645, 0.600]]}

=====

Entry 4:
{"formula": "C16H11AsCl3FN2O3ReS4", "method": "ωB97M-V/def2-TZVPD", "gap_ev": 5.360, "lumo_ev": -11.35, "charge": 3, "e_above_lowest_kcal_mol": 44.1, "energy_ha": -6337.766652, "largest_force_ha_per_bohr": 0.0170, "symbols": ["C", "C", "H", "S", "C", "O", "H", "H", "H", "H", "N", "C", "C", "Re", "C", "S", "H", "C", "O", "C", "Cl", "C", "F", "C", "S", "H", "C", "C", "C", "C", "N", "Cl", "C", "O", "H", "Cl", "C", "H", "H", "H", "S", "As"], "positions_angstrom": [[-4.074917, -5.265517, 3.598226], [-3.422783, -7.304281, 0.392446], [-2.988307, -8.283848, 0.197917], [-1.201883, 3.030791, 0.990814], [-1.351201, -5.575990, -2.275457], [-0.892437, -1.799303, -0.723059], [-4.654238, -4.366762, 3.805030], [-2.179095, -7.531300, -2.011123], [-4.449108, -7.336533, 0.014375], [-4.076556, -7.690213, 2.405486], [-3.073125, -4.599124, 1.381969], [-3.962196, -5.591262, 2.120822], [-2.655255, -6.257710, -0.362015], [0.046464, -0.165312, -0.244127], [-2.490970, -4.957342, 0.164670], [-1.624026, 1.460965, 0.105711], [-3.093904, -5.192066, 4.071150], [-3.430636, -6.991271, 1.876589], [-1.285546, -0.161251, 1.233328], [-2.164725, -2.396919, 1.220516], [1.080259, -2.446502, -4.988966], [1.443183, -0.755475, -4.649410], [-0.820596, -5.907546, -3.442966], [-2.913090, -3.390630, 1.866936], [1.807779, 0.472037, 0.635808], [-2.430048, -7.087028, 2.307583], [-1.572848, -2.693210, 0.003278], [-2.080078, -6.543694, -1.577224], [-1.735454, -3.993395, -0.547260], [-2.151758, -1.068022, 1.861660], [0.721816, -0.317533, -2.166514], [0.515814, 0.329933, -5.668302], [1.035701, -0.507126, -3.250816], [-2.784428, -0.711715, 2.793105], [-4.607204, -6.087920, 4.073516], [3.169298, -0.428925, -4.726755], [-1.162316, -4.316940, -1.787374], [-3.391615, -3.154983, 2.805335], [-4.938123, -5.485961, 1.639117], [-0.588719, -3.591492, -2.343155], [5.674912, 2.191011, 2.824756], [3.987368, 2.940783, 2.305512]], "forces_ev_per_angstrom": [[-0.017, -0.004, 0.001], [-0.008, -0.001, -0.002], [0.007, 0.001, 0.004], [0.091, 0.190, -0.017], [-0.001, 0.001, 0.005], [0.478, -0.068, 0.014], [0.009, 0.006, -0.001], [0.002, -0.001, 0.001], [0.001, -0.008, -0.002], [0.002, 0.002, 0.006], [0.022, -0.036, -0.012], [0.000, 0.019, -0.013], [0.007, 0.002, -0.003], [-0.099, -0.412, 0.558], [-0.030, 0.016, 0.024], [-0.255, 0.693, -0.473], [0.000, -0.004, 0.001], [-0.003, 0.003, 0.006], [-0.265, -0.370, 0.699], [-0.044, -0.045, -0.048], [0.001, 0.000, -0.006], [-0.031, -0.005, 0.043], [-0.002, -0.002, 0.001], [0.033, 0.012, -0.024], [-0.294, -0.277, -0.334], [0.003, 0.000, -0.007], [-0.131, 0.106, 0.108], [-0.008, -0.002, 0.001], [0.014, 0.002, -0.008], [0.320, -0.039, -0.292], [0.013, 0.111, -0.386], [-0.003, 0.006, -0.014], [0.011, 0.014, -0.012], [-0.062, -0.072, 0.052], [-0.006, 0.003, -0.002], [0.008, 0.001, -0.005], [0.010, -0.006, -0.001], [-0.004, 0.010, -0.006], [0.002, -0.014, -0.007], [-0.003, -0.002, -0.003], [0.218, -0.058, 0.078], [0.012, 0.230, 0.073]]}

=====

- Number 2 is which compound?
  C24H25N8O4SbSe4Ti